Below is one molecule with the formula C5H5NO, with properties calculated with ωB97M-V/def2-TZVPD.

```
12
Properties=species:S:1:pos:R:3:lowdin_charge:R:1
O 1.61 1.98 0.56 0.029
N -1.35 0.07 0.12 -0.054
C -1.11 -0.42 -1.06 0.062
C 1.37 -0.33 0.24 -0.068
C -0.60 1.15 0.51 -0.088
C 0.83 1.05 0.39 -0.495
C 1.89 -1.43 0.26 0.117
H 2.35 -2.39 0.29 0.028
H -1.23 -1.47 -1.29 0.091
H -1.93 -0.46 0.79 0.165
H -0.78 0.28 -1.82 0.101
H -1.06 1.99 1.01 0.111
```

## Properties
Net charge: 0
Frontier orbital gap (spin up / spin down) in eV: 7.69 / 7.69
HOMO energy (spin up / spin down) in eV: -8.0 / -8.0
LUMO energy (spin up / spin down) in eV: -0.3 / -0.3
Energy relative to the best compared isomer or geometry (same formula, charge and spin) in eV: 4.363